74
Properties=species:S:1:pos:R:3:forces:R:3 method="wB97M-V/def2-TZVPD" homo_lumo_gap_ha="0.2271 / 0.2051" lumo_energy_ev="-0.96 / -1.74" spin_multiplicity=2 s_squared=0.772 e_homo_ev="-7.1 / -7.3"
Bi -0.4358 0.0938 -0.3596 -0.506 0.236 1.296
C 0.6397 -2.5033 3.6959 -0.049 0.118 0.025
C 1.3102 -3.0331 2.4666 0.010 -0.469 -0.107
C 0.8781 -4.2331 1.9202 -0.087 0.206 -0.025
C 1.3967 -4.7493 0.7082 0.109 0.159 -0.066
C 1.7700 -3.9497 -0.3152 -0.138 -0.135 -0.180
C 2.4366 -1.7257 -0.1853 -0.516 0.002 0.165
N 2.4349 -2.3983 2.1248 0.349 0.273 0.030
C 2.7634 -0.5639 -1.0005 0.238 0.104 -0.312
C 4.0922 -0.3594 -1.3988 -0.108 -0.075 -0.026
C 4.4435 0.8152 -2.0259 -0.070 0.045 0.018
C 3.4726 1.7791 -2.2403 0.065 -0.070 -0.026
C 2.1522 1.4910 -1.9216 0.208 -0.128 -0.029
N 1.8066 0.3195 -1.3560 0.300 0.202 0.140
C 1.1117 2.5275 -2.1277 -0.179 0.336 -0.179
C 1.2860 3.5326 -3.0657 0.059 -0.091 0.053
C 0.3157 4.5144 -3.1847 -0.046 -0.020 0.047
C -0.7847 4.4756 -2.3545 0.034 -0.062 -0.021
C -0.9245 3.4183 -1.4573 -0.065 0.071 -0.048
C -2.1463 3.3098 -0.5987 -0.001 -0.018 -0.164
N 0.0077 2.4678 -1.3660 0.282 0.036 -0.008
H 1.3729 -2.2268 4.4521 0.030 -0.035 -0.014
H -0.0691 -3.2223 4.1034 0.007 0.019 -0.019
H 0.1009 -1.5929 3.4239 -0.061 0.097 -0.004
H 0.2416 -4.8626 2.5276 -0.065 0.085 0.027
H 1.5243 -5.8215 0.6007 0.088 0.000 -0.039
H 2.3779 -4.3000 -1.1410 -0.089 -0.063 -0.053
H 4.8092 -1.1558 -1.2566 0.027 0.041 -0.013
H 5.4642 0.9897 -2.3394 0.012 0.000 0.025
H 3.7489 2.7408 -2.6432 -0.071 0.008 -0.013
H 2.1335 3.5147 -3.7336 0.004 0.041 0.003
H 0.4136 5.2874 -3.9348 0.017 0.029 0.024
H -1.5598 5.2276 -2.4067 0.002 0.008 -0.020
H -2.3525 4.2650 -0.1153 0.013 -0.045 0.089
H -2.0326 2.5464 0.1691 -0.019 0.069 0.042
H -3.0084 3.0527 -1.2171 0.000 -0.039 0.002
N 4.4230 -1.7151 1.2743 0.105 0.028 -0.020
C 3.0987 -2.0016 1.0814 -0.425 0.050 0.147
S 2.3676 1.3460 3.2411 0.185 -0.162 0.355
N 1.3835 -2.5818 -0.4147 0.524 -0.281 0.033
N 0.0687 -2.1768 -0.6023 -0.517 -0.329 -0.100
C -0.8053 -3.0924 -0.9107 0.545 0.089 0.178
C -2.2256 -3.0435 -0.9211 -0.389 0.065 0.064
C -2.8612 -4.2865 -1.1583 0.120 0.123 0.112
C -4.2146 -4.4383 -1.0489 -0.063 -0.131 -0.043
C -4.9943 -3.3254 -0.7006 0.102 -0.004 -0.045
C -4.4174 -2.0977 -0.5021 -0.087 0.096 0.020
C -3.0248 -1.9044 -0.6269 -0.093 -0.193 -0.087
O -2.5516 -0.6992 -0.4999 0.502 -0.076 0.218
H 4.6898 -1.6831 2.2455 -0.015 0.039 0.022
H 4.8421 -1.0083 0.6950 0.003 -0.008 0.056
H -0.3932 -4.0803 -1.0928 -0.005 -0.031 -0.041
H -2.2341 -5.1335 -1.4121 -0.027 -0.033 0.006
H -4.6733 -5.4027 -1.2177 -0.011 0.015 -0.013
H -6.0664 -3.4356 -0.5967 -0.006 0.023 -0.003
H -5.0166 -1.2309 -0.2568 0.031 0.021 0.000
Cl -2.2346 6.0176 3.1571 -0.045 0.149 0.038
C -1.7168 4.3777 2.9117 -0.020 -0.044 0.019
C -2.6579 3.3566 2.9057 0.017 0.027 0.037
C -2.2428 2.0659 2.6759 0.105 0.047 0.010
Cl -3.4161 0.7959 2.6174 -0.109 -0.025 0.022
C -0.8863 1.7058 2.4221 -0.204 -0.130 -0.029
O -0.5934 0.4768 2.1371 0.313 0.278 -0.150
C 0.0406 2.7930 2.4631 -0.335 -0.329 -0.081
C 1.4907 2.6102 2.3133 0.184 0.095 0.341
O 2.0454 1.5669 1.5773 -0.143 -0.115 -0.731
C -0.3854 4.0984 2.7101 0.032 -0.075 -0.089
H -3.7045 3.5762 3.0632 -0.012 -0.025 0.007
H 2.0551 3.5379 2.2436 -0.001 -0.026 -0.053
H 0.3420 4.9009 2.7428 -0.009 0.011 -0.033
Cl -1.6837 -1.8440 -3.9618 0.146 0.234 0.274
Ge -1.3529 0.1185 -2.9769 -0.444 -0.046 -1.854
Cl -0.3435 1.1407 -4.7267 0.004 -0.219 0.493
Cl -3.3418 1.0253 -3.2978 0.256 -0.043 0.301

=====

71
Properties=species:S:1:pos:R:3:forces:R:3 method="wB97M-V/def2-TZVPD" homo_lumo_gap_ha="0.1953 / 0.1941" lumo_energy_ev="0.62 / 0.60" spin_multiplicity=1 total_charge=-1 e_homo_ev="-4.7 / -4.7"
Tc -0.3518 -0.3577 -0.0712 -0.025 -0.009 -0.105
C -5.8136 1.0026 1.1239 0.002 -0.041 -0.014
Si -4.8817 2.3187 2.0572 0.002 0.026 -0.001
C -5.4159 2.2737 3.8541 -0.006 0.014 0.031
C -5.2877 3.9998 1.3379 -0.017 0.036 -0.005
C -3.0054 2.1446 2.0393 0.023 -0.014 -0.008
C -2.2720 2.9956 2.8575 0.023 -0.014 0.000
C -0.8816 2.9579 2.8930 -0.044 0.001 0.002
C -0.2317 2.0337 2.1046 0.010 0.050 -0.052
N -0.9098 1.1995 1.3169 0.009 0.013 0.013
C -2.2530 1.2536 1.2575 0.002 -0.014 -0.025
S -2.7981 0.1011 0.0879 0.064 0.017 0.103
H -6.8865 1.1687 1.2610 0.015 0.000 0.005
H -5.5710 0.0024 1.4850 -0.004 -0.006 -0.006
H -5.5944 1.0297 0.0567 -0.008 -0.002 -0.008
H -6.4948 2.4275 3.9366 0.005 0.000 0.002
H -4.9231 3.0472 4.4471 -0.009 -0.008 0.005
H -5.1771 1.3068 4.3021 -0.001 0.003 0.000
H -6.3629 4.1929 1.3770 0.009 0.003 -0.003
H -4.9701 4.0583 0.2948 0.001 -0.001 0.002
H -4.7816 4.7986 1.8852 -0.004 -0.004 -0.008
H -2.7910 3.7144 3.4845 0.005 -0.003 -0.001
H -0.3115 3.6260 3.5224 -0.002 0.000 0.001
H 0.8439 1.9360 2.0869 -0.015 -0.004 0.005
Br 3.1005 -3.6363 -4.2665 0.019 -0.093 0.041
C 1.6736 -4.7015 -3.6306 0.049 0.021 -0.017
C 0.8191 -5.3097 -4.5330 -0.003 0.025 0.007
C -0.2413 -6.0647 -4.0540 -0.073 -0.023 0.001
C -0.4697 -6.1751 -2.6897 0.079 -0.038 -0.056
C 0.4312 -5.6040 -1.7941 0.039 -0.018 0.049
C 1.5000 -4.8617 -2.2632 0.028 -0.039 0.000
N -1.6104 -6.9578 -2.2882 -0.087 0.099 0.058
N -2.3805 -6.5759 -1.3875 0.050 -0.086 -0.077
C -2.2034 -5.3024 -0.7624 -0.067 0.140 0.064
C -2.1066 -5.2924 0.6104 0.025 -0.035 -0.045
C -1.6934 -4.1628 1.3220 -0.015 -0.010 -0.010
C -1.3766 -2.9847 0.6509 0.018 -0.107 -0.149
O -0.9288 -1.9201 1.2231 0.012 0.183 -0.049
C -1.6032 -2.9622 -0.7692 0.062 -0.013 0.142
N -1.3317 -1.7802 -1.3906 -0.044 0.045 0.049
C -1.5738 -1.6419 -2.6719 -0.030 0.091 -0.036
C -2.1035 -2.6937 -3.4368 -0.014 -0.064 -0.027
C -2.3332 -3.9038 -2.8532 0.031 0.057 0.011
C -2.0556 -4.0824 -1.4768 -0.079 -0.084 -0.012
H 0.9734 -5.1850 -5.5957 0.000 0.000 0.004
H -0.9254 -6.5505 -4.7396 0.010 0.005 0.006
H 0.2770 -5.6976 -0.7269 0.043 -0.008 -0.030
H 2.1740 -4.3789 -1.5696 0.002 -0.024 -0.018
H -2.2806 -6.2257 1.1339 0.001 -0.001 0.008
H -1.5760 -4.1940 2.3966 -0.010 -0.003 0.005
H -1.3357 -0.6915 -3.1271 -0.012 -0.010 0.003
H -2.2898 -2.5250 -4.4878 0.007 0.004 0.011
H -2.7310 -4.7258 -3.4310 -0.009 -0.054 -0.025
S 0.8590 -0.5676 -4.9253 -0.081 0.056 -0.035
Sb 1.5563 0.1905 -2.9086 0.113 0.023 -0.067
S 1.4211 -1.4989 -1.1723 0.030 -0.059 0.204
S -0.2000 1.2839 -1.6209 -0.137 0.095 0.097
N 7.2959 -0.3059 6.4494 -0.022 0.001 -0.012
C 6.4317 -0.3033 5.6897 0.023 -0.003 0.010
C 5.3538 -0.2976 4.7412 0.005 0.001 0.008
C 4.3794 -1.2951 4.7821 -0.007 -0.004 -0.008
C 3.3406 -1.2841 3.8735 0.005 -0.005 0.006
C 3.2496 -0.2790 2.9007 -0.016 0.010 -0.009
C 4.2392 0.7127 2.8669 0.005 0.001 0.001
C 5.2777 0.7063 3.7766 -0.004 0.008 -0.004
C 2.1719 -0.2673 1.9721 -0.005 0.085 0.068
C 1.2541 -0.2654 1.1776 0.024 -0.205 -0.097
H 4.4441 -2.0739 5.5303 -0.002 0.001 -0.002
H 2.5800 -2.0523 3.9009 0.000 0.001 -0.001
H 4.1809 1.4840 2.1107 0.002 -0.003 0.001
H 6.0385 1.4749 3.7447 -0.003 -0.002 -0.001

=====

64
Properties=species:S:1:pos:R:3:forces:R:3 method="wB97M-V/def2-TZVPD" homo_lumo_gap_ha="0.1296 / 0.1225" lumo_energy_ev="4.78 / 4.78" spin_multiplicity=2 total_charge=-2 s_squared=0.778 e_homo_ev="1.3 / 1.4"
Cu -9.7238 -13.3614 1.8740 0.156 0.281 -0.184
O -11.5514 -17.2715 -0.4240 -1.333 1.292 -0.213
C -12.6559 -16.5280 -0.7771 -0.738 -0.695 -1.445
C -13.8166 -17.1859 -1.2848 -0.358 0.319 0.455
C -14.9005 -16.4379 -1.8054 2.326 -0.315 1.312
C -14.8545 -15.0602 -1.7156 -1.204 -0.316 -1.237
C -13.7672 -14.3927 -1.3185 1.830 0.895 1.616
C -12.6598 -15.1225 -0.8310 0.180 -0.306 0.589
C -11.5532 -14.4177 -0.1619 1.560 1.089 -0.711
O -10.4004 -14.9477 0.0582 -2.580 -0.085 -0.586
N -11.8554 -13.1012 -0.0064 -1.436 -2.097 -0.814
N -10.9318 -12.5034 0.6392 2.666 3.620 0.932
C -10.7791 -11.1723 0.3978 -2.220 -1.967 -0.426
C -9.6090 -10.5403 0.8302 -1.174 0.011 -0.652
C -9.2707 -9.1934 0.7001 0.311 1.351 0.491
C -8.0050 -8.7751 1.0287 -0.038 -1.179 0.026
C -7.0765 -9.7696 1.4086 0.368 0.159 0.191
C -7.5363 -11.0553 1.6142 0.434 0.342 -1.364
N -8.7647 -11.4231 1.3052 1.767 -1.100 1.644
H -10.8856 -16.5419 -0.2622 0.405 -0.137 0.474
H -13.9035 -18.2578 -1.0847 0.165 0.182 -0.634
H -15.7048 -16.8482 -2.3366 -1.146 -1.047 -0.183
H -15.6870 -14.4807 -2.0277 -0.830 0.315 -0.478
H -13.7602 -13.2803 -1.2376 0.203 -1.229 -0.123
H -11.5482 -10.7747 -0.2580 0.172 0.507 0.038
H -9.9673 -8.4036 0.4584 -0.464 -0.291 -0.266
H -7.8070 -7.7246 0.9900 0.499 0.416 -0.118
H -6.0026 -9.6554 1.4526 0.039 0.580 0.277
H -6.8227 -11.8569 1.7565 -0.093 -0.154 0.649
C -9.0613 -14.5262 3.0229 1.589 -1.255 1.297
Ge -8.1420 -16.0215 3.8595 -2.197 1.973 -2.752
C -7.2798 -17.1400 2.4286 0.892 -1.547 0.158
C -7.6360 -17.0247 1.0714 -0.102 1.776 0.007
C -7.1673 -17.8930 0.0768 -1.060 -0.525 0.612
C -6.3443 -18.9362 0.4478 0.098 0.172 0.323
C -6.0222 -19.1204 1.8013 1.264 -0.784 -0.281
C -6.4830 -18.2733 2.8043 -0.721 1.264 -1.201
C -9.6825 -17.1849 4.2013 0.081 -0.387 2.154
C -9.9250 -18.4565 3.6824 0.984 2.177 -0.311
C -11.0907 -19.0835 4.0107 -0.172 -1.679 -0.933
C -11.9096 -18.5949 4.9756 -1.548 0.474 1.033
C -11.7070 -17.3087 5.5522 -0.705 -2.161 -1.137
C -10.6007 -16.6418 5.1511 1.646 1.311 -0.348
C -6.9275 -15.4542 5.2554 0.713 0.338 1.616
C -7.0064 -15.6700 6.6629 0.590 -0.158 -0.474
C -5.9094 -15.3702 7.5060 -0.632 0.393 -0.801
C -4.8408 -14.6257 7.0111 0.485 0.095 -0.665
C -4.8464 -14.2147 5.6638 -0.173 0.549 0.375
C -5.8801 -14.6177 4.8103 0.392 -0.248 0.500
H -8.2029 -16.0970 0.7807 0.172 -1.059 0.393
H -7.6284 -17.9605 -0.9155 0.446 0.762 0.155
H -5.9495 -19.5493 -0.3608 0.037 -0.326 0.445
H -5.2909 -19.9307 2.0009 -0.602 0.425 0.235
H -6.2351 -18.3845 3.8559 0.140 -0.316 -0.117
H -9.2265 -18.8133 2.9438 -0.054 -0.415 -0.179
H -11.3636 -19.9609 3.4080 0.008 0.015 0.671
H -12.7662 -19.2213 5.2664 0.106 0.560 -0.159
H -12.5277 -16.8750 6.0800 -0.066 0.286 0.834
H -10.3624 -15.6289 5.5460 -0.390 -0.668 -0.475
H -7.9354 -16.0470 7.1157 0.567 -0.312 -0.340
H -5.9281 -15.6941 8.5351 -0.079 0.122 0.229
H -3.9666 -14.3194 7.6081 -0.621 -0.340 0.005
H -4.0660 -13.4815 5.3497 -0.679 -0.820 0.002
H -5.9172 -14.2582 3.7891 0.126 -0.134 -0.130

=====

Calculated max |F| in order - 1.9, 0.2, 4.6 eV Å⁻¹